1.
{"formula": "C8H9BiNO6", "method": "the ωB97M-V functional and the def2-TZVPD basis", "symbols": ["Bi", "C", "O", "C", "O", "C", "O", "C", "O", "C", "H", "H", "C", "H", "H", "N", "C", "C", "O", "O", "H", "H", "H", "H", "H"], "positions_angstrom": [[0.17253, 0.71247, -0.84666], [0.18269, 1.88017, 1.21180], [0.20863, 2.38640, 2.25077], [0.22472, 3.00881, -2.10552], [0.19244, 4.09524, -2.51748], [-2.42442, 0.46130, -0.92590], [-3.53858, 0.73840, -0.89583], [2.75781, 0.72885, -1.13593], [3.86582, 0.70656, -0.87783], [0.20648, -1.08957, -2.70599], [1.12540, -1.64409, -2.49937], [-0.70883, -1.65564, -2.51364], [0.20661, 0.10616, -3.39901], [-0.70977, 0.55034, -3.79941], [1.12848, 0.55664, -3.78003], [-0.58080, -0.71964, 3.40945], [-0.82095, -1.17199, 2.00503], [0.59108, -1.64987, 1.58670], [1.07128, -2.41126, 2.43780], [1.12774, -1.23244, 0.50115], [-0.07285, -1.49809, 3.87441], [-1.46595, -0.50880, 3.88206], [0.00735, 0.13051, 3.43642], [-1.45250, -2.05947, 2.02296], [-1.29439, -0.42098, 1.38404]], "forces_ev_per_angstrom": [[1.392, -3.222, -0.924], [0.336, 4.090, 7.567], [-0.129, -2.216, -4.531], [-0.095, 6.341, -2.440], [0.167, -5.604, 2.067], [-5.172, 1.216, 0.078], [4.288, -1.212, -0.150], [3.557, 0.027, 1.151], [-3.347, 0.025, -0.988], [0.114, 0.361, -1.601], [0.017, 0.287, 0.100], [-0.032, 0.299, 0.029], [0.017, -1.556, -0.494], [-0.017, -0.122, 0.289], [-0.030, -0.151, 0.272], [-0.781, 0.569, -0.051], [0.847, -0.678, 0.110], [0.103, -1.880, 2.576], [-0.351, 1.640, -2.122], [-0.482, 1.846, -1.868], [0.008, 0.109, -0.020], [0.143, -0.134, 0.329], [-0.210, -0.600, 0.326], [-0.177, 0.099, 0.094], [-0.164, 0.464, 0.203]], "mulliken_charge": [1.442, 0.242, -0.058, 0.172, -0.035, 0.148, -0.015, 0.216, 0.019, -0.456, 0.344, 0.420, -0.547, 0.398, 0.405, -0.217, -0.613, 0.717, -0.547, -0.603, 0.430, 0.368, 0.260, 0.358, 0.153], "max_force_ev_per_a": 8.61, "energy_ev": -28020.33116, "de_lowest_ev": 2.213, "total_charge": 3, "orbital_gap_ha": 0.2489, "e_homo_ev": -20.42}



2.
{"formula": "C8H9Br12F3O2", "method": "the ωB97M-V functional and the def2-TZVPD basis", "symbols": ["C", "Br", "Br", "Br", "H", "C", "Br", "Br", "Br", "H", "C", "Br", "Br", "Br", "H", "C", "Br", "Br", "Br", "H", "C", "C", "O", "C", "O", "C", "F", "F", "F", "H", "H", "H", "H", "H"], "positions_angstrom": [[-13.37878, 0.10053, 7.50013], [-11.93982, -1.21576, 7.90545], [-13.22807, 0.73330, 5.68454], [-13.40120, 1.50587, 8.84249], [-14.31949, -0.42574, 7.56885], [-19.13778, 3.83950, 3.20984], [-19.36301, 3.53419, 1.27007], [-20.67156, 3.17942, 4.23575], [-18.63119, 5.71612, 3.52906], [-18.32508, 3.17418, 3.46903], [-18.23160, -1.78589, 12.51294], [-16.70989, -1.11932, 13.54504], [-17.50801, -2.85996, 11.03001], [-19.41677, -0.43240, 11.80326], [-18.85801, -2.45184, 13.08778], [-14.69350, 1.96304, 0.99264], [-12.88273, 2.67709, 0.69842], [-15.43896, 2.64298, 2.66987], [-14.60825, 0.01299, 1.10949], [-15.28704, 2.30349, 0.15717], [-18.42603, -0.10885, 8.40743], [-17.00161, -0.00409, 7.88007], [-16.65186, 1.37041, 7.65361], [-16.98163, 1.92530, 6.51053], [-17.56801, 1.41773, 5.61382], [-16.62838, 3.41607, 6.46146], [-15.82572, 3.80141, 7.43808], [-16.10444, 3.74961, 5.29866], [-17.79568, 4.06526, 6.61246], [-19.17882, 0.26357, 7.71601], [-18.51216, 0.44566, 9.34033], [-18.58241, -1.16227, 8.64225], [-16.87735, -0.52965, 6.93082], [-16.29850, -0.36216, 8.62947]], "forces_ev_per_angstrom": [[0.715, -0.294, 0.283], [-0.782, 0.651, -0.210], [-0.088, 0.080, 0.343], [0.050, -0.338, -0.483], [0.087, -0.069, 0.059], [-0.206, -0.008, -0.535], [-0.077, 0.165, 0.779], [0.585, 0.579, -0.444], [-0.395, -1.089, 0.013], [0.159, 0.282, 0.229], [0.588, -0.069, -0.745], [-0.891, -0.100, -0.235], [-0.263, 0.179, 0.387], [0.267, -0.077, 0.510], [0.252, 0.022, 0.284], [0.821, -0.174, 0.857], [-0.691, -0.186, 0.099], [0.232, -0.098, -0.732], [-0.168, 0.643, -0.304], [-0.188, -0.223, 0.048], [0.530, -0.107, 0.142], [-0.745, 0.023, -0.357], [0.622, 0.503, 0.528], [0.208, -0.059, 0.517], [-0.470, -0.507, -1.085], [-0.629, -0.144, 0.765], [0.381, 0.128, 0.104], [0.244, 0.199, -0.444], [-0.054, 0.277, -0.126], [0.104, -0.144, -0.192], [0.064, 0.018, -0.084], [-0.329, 0.039, -0.060], [0.004, -0.142, 0.131], [0.061, 0.042, -0.041]], "mulliken_charge": [-0.035, -0.065, 0.019, 0.000, 0.037, 0.282, -0.070, -0.042, -0.025, -0.230, -0.299, 0.003, -0.058, -0.005, 0.362, -0.434, -0.040, 0.143, -0.023, 0.399, -1.039, -0.240, -0.182, 0.435, -0.514, 0.814, -0.237, -0.214, -0.243, 0.341, 0.142, 0.339, 0.417, 0.263], "max_force_ev_per_a": 1.29, "energy_ev": -861197.98679, "de_lowest_ev": 0.000, "orbital_gap_ha": 0.3560, "e_homo_ev": -10.19}



3.
{"formula": "C8H9Br2O2", "method": "the ωB97M-V functional and the def2-TZVPD basis", "symbols": ["C", "C", "C", "C", "C", "C", "C", "C", "O", "O", "Br", "Br", "H", "H", "H", "H", "H", "H", "H", "H", "H"], "positions_angstrom": [[1.81876, 1.45473, 1.65127], [1.08858, 1.06330, 0.63015], [0.88755, 0.05680, -2.03505], [-0.03706, 0.14058, 0.48114], [-0.20624, -0.42141, -0.92130], [-1.27826, 0.64901, -0.71819], [-0.61638, -0.50044, 1.60946], [-0.67861, -1.85526, -1.00858], [0.54289, 0.97570, -2.78945], [1.95000, -0.51064, -1.77632], [-1.18233, 2.43401, -1.50170], [-3.06120, 0.35257, -0.29612], [2.46748, 2.39682, 1.44121], [1.87997, 1.07102, 2.69085], [1.33014, 1.52349, -0.29405], [-1.75621, -0.69620, 1.61205], [-0.55203, 0.09298, 2.52539], [-0.26900, -1.45914, 1.90670], [-1.73216, -1.87003, -0.85778], [-0.20067, -2.62995, -0.32913], [-0.39524, -2.26792, -2.02054]], "forces_ev_per_angstrom": [[1.701, 2.010, 1.162], [-0.917, -0.086, -0.299], [-0.620, 0.037, 1.768], [-0.675, 1.526, -3.434], [-1.108, 0.857, -0.569], [3.056, 0.142, 1.334], [-3.338, -0.812, 3.051], [1.715, -1.452, -1.163], [0.855, -1.280, -0.642], [0.889, -0.359, -0.809], [-0.381, -0.015, 0.762], [-1.085, -0.523, 0.230], [-0.775, -2.000, 0.504], [-0.499, 0.175, -0.841], [0.107, 0.635, -0.682], [1.626, 0.434, -0.648], [0.397, 0.330, -0.063], [0.962, -1.061, -0.125], [-0.881, -0.448, -0.018], [-0.358, 1.394, -0.313], [-0.672, 0.497, 0.793]], "mulliken_charge": [-1.016, -0.579, 0.180, 1.755, 1.741, -0.718, -1.637, -1.628, -0.666, -0.681, -0.156, -0.186, 0.194, 0.290, 0.167, 0.196, 0.438, 0.319, 0.350, 0.249, 0.387], "max_force_ev_per_a": 4.59, "energy_ev": -152620.61681, "de_lowest_ev": 0.803, "total_charge": -1, "orbital_gap_ha": 0.2666, "e_homo_ev": -4.37}



4.
{"formula": "C8H9Cl", "method": "the ωB97M-V functional and the def2-TZVPD basis", "symbols": ["C", "C", "H", "H", "H", "H", "Cl", "C", "C", "C", "C", "C", "C", "H", "H", "H", "H", "H"], "positions_angstrom": [[-0.77549, -1.68672, 2.37178], [-1.29607, -0.60254, 2.94895], [-1.06797, -1.98538, 1.35862], [-0.04054, -2.30961, 2.89435], [-2.03102, 0.02033, 2.42638], [-1.00359, -0.30390, 3.96211], [-3.40645, 1.13780, 0.31551], [-1.87452, -2.88734, -1.03662], [-3.06138, -2.79801, -0.31042], [-1.16234, -1.72710, -1.34360], [-3.54187, -1.55781, 0.11131], [-1.62875, -0.48038, -0.92968], [-2.81774, -0.41010, -0.20421], [-1.50162, -3.86627, -1.36567], [-3.62761, -3.70613, -0.06484], [-0.22687, -1.78929, -1.91511], [-4.47516, -1.47460, 0.68373], [-1.07772, 0.43976, -1.16481]], "forces_ev_per_angstrom": [[-0.105, 0.226, 0.122], [0.117, -0.239, -0.090], [0.189, 0.084, 0.501], [-0.286, 0.229, -0.233], [0.330, -0.231, 0.301], [-0.147, -0.082, -0.412], [-0.039, 0.056, -0.021], [0.051, -0.124, -0.082], [-0.154, -0.135, 0.032], [0.149, -0.008, -0.138], [-0.129, 0.027, 0.053], [0.019, 0.155, -0.019], [0.150, -0.396, -0.203], [-0.188, 0.496, 0.170], [0.286, 0.450, -0.115], [-0.460, 0.029, 0.288], [0.501, -0.048, -0.291], [-0.284, -0.490, 0.136]], "mulliken_charge": [-0.217, -0.305, 0.007, 0.243, 0.076, 0.244, -0.202, -0.548, -0.276, -0.311, -0.330, -0.340, 0.289, 0.343, 0.319, 0.319, 0.340, 0.347], "smiles": "Clc1ccccc1.C=C", "max_force_ev_per_a": 0.58, "energy_ev": -20963.56622, "de_lowest_ev": 0.015, "orbital_gap_ha": 0.3810, "e_homo_ev": -9.34}



5.
{"formula": "C8H9Cl2NO", "method": "the ωB97M-V functional and the def2-TZVPD basis", "symbols": ["C", "C", "C", "C", "C", "C", "C", "C", "H", "H", "H", "H", "H", "H", "H", "H", "H", "N", "O", "Cl", "Cl"], "positions_angstrom": [[1.39193, 2.82095, -0.25690], [0.40877, 1.57370, -0.11814], [-1.31243, 0.57726, -1.19104], [-1.17736, -0.55058, -0.42806], [-2.05540, -1.76717, -0.65278], [-0.00024, -0.67335, 0.40647], [0.40543, -1.97015, 1.13728], [0.66102, 0.48256, 0.71519], [1.37063, 3.33778, -1.46757], [2.53169, 2.09611, -0.08082], [1.27246, 3.68181, 0.52668], [-2.20170, 0.62853, -1.90465], [-1.49999, -2.74454, -0.69266], [-2.59406, -1.49819, -1.51429], [-0.34595, -2.75447, 1.42615], [0.85547, -1.83321, 2.11500], [2.57955, 1.24767, 1.05216], [-0.45898, 1.69623, -1.12639], [1.84763, 0.46421, 1.50065], [-3.36365, -2.01313, 0.45626], [1.68517, -2.80203, 0.09747]], "forces_ev_per_angstrom": [[2.060, -1.126, -0.694], [1.010, 4.389, -2.454], [-0.697, 1.853, -0.948], [1.932, -1.401, 0.962], [1.508, 0.070, -0.213], [-1.947, -1.071, 1.510], [-0.121, -0.726, -0.169], [2.922, 0.073, -0.332], [0.072, -1.977, 4.048], [-2.562, 3.103, -0.880], [0.504, -1.896, -1.343], [1.471, 0.125, 0.865], [-0.410, 1.241, -0.379], [-0.258, -0.499, -1.681], [0.149, 0.973, -1.203], [0.474, 0.744, -0.249], [-3.378, -3.257, 1.904], [-2.045, -3.704, 1.391], [0.908, 2.871, -2.265], [-0.924, -0.070, 1.623], [-0.667, 0.288, 0.507]], "mulliken_charge": [-0.745, 0.583, -0.572, 0.591, -0.744, 0.314, -0.856, 0.287, 0.289, 0.180, 0.246, 0.246, 0.360, 0.368, 0.371, 0.371, 0.273, -0.576, -0.598, -0.187, -0.200], "max_force_ev_per_a": 5.13, "energy_ev": -37021.12141, "de_lowest_ev": 4.185, "orbital_gap_ha": 0.3483, "e_homo_ev": -9.48}